Entry 1:
Formula: C33H52BBr2O27S5
Source: the Open Molecules 2025 dataset
Level of theory: ωB97M-V/def2-TZVPD

Computed properties:
* Kohn-Sham gap: 7.53 eV
* highest occupied orbital energy: -0.300 hartree

```
! RIJCOSX wB97M-V def2-TZVPD def2/J DEFGRID3
* xyz -1 1
O -1.31525 3.38595 -2.73879
C -0.60701 2.43745 -2.40991
O 0.21247 2.40004 -1.38208
B 0.89366 1.08856 -1.29042
O 0.62639 0.45237 -2.55367
C -0.29068 1.15026 -3.24701
O -0.77174 0.78239 -4.30392
O 0.47551 0.24747 -0.17300
C 1.38964 0.27079 0.70967
O 1.39767 -0.25491 1.77837
C 2.66271 0.87668 0.02199
O 2.33612 1.31176 -1.08712
O 3.79157 0.71433 0.46281
Br -1.32738 0.54958 7.87184
C -1.52679 0.08499 6.03097
C -0.11267 -0.09772 5.53573
Br 0.65463 -1.74733 6.33050
H -2.05345 0.84284 5.45100
H -1.95519 -0.91413 5.95132
H 0.44956 0.78896 5.82862
H 0.07585 -0.15379 4.46363
O 9.31672 -0.56271 -1.30013
S 7.99818 -0.77241 -1.84299
O 7.61780 -0.81819 -3.26833
O 7.29835 -2.11574 -1.03241
C 8.18184 -3.00497 -0.42499
C 7.24019 -3.60691 0.66958
C 6.92202 0.46759 -0.93514
H 8.95704 -2.35822 -0.01402
H 8.62520 -3.63967 -1.19223
H 6.94962 -2.76749 1.30129
H 7.78333 -4.31612 1.29418
H 6.33350 -4.12698 0.36048
H 5.85649 0.34946 -1.13209
H 7.27927 1.47960 -1.12568
H 7.19382 0.17737 0.07974
O -0.65770 -3.88883 0.77367
S 0.37880 -4.71427 1.32514
O 0.10992 -6.09024 1.64349
O 1.66796 -4.83699 0.28937
C 2.14505 -3.66143 -0.28101
C 3.57530 -3.58934 -0.29448
C 1.29923 -4.01437 2.81016
H 1.79917 -2.77145 0.24474
H 1.80002 -3.49937 -1.30219
H 4.02974 -3.32247 0.65965
H 4.01027 -2.99015 -1.09441
H 3.92090 -4.59547 -0.53188
H 0.53783 -3.69321 3.52095
H 1.86860 -3.14223 2.48879
H 1.94704 -4.77760 3.24138
O 5.83417 -0.35073 2.65779
S 4.95526 -1.00482 3.68906
O 4.45362 -2.34141 3.50957
O 5.91513 -0.98388 5.08894
C 6.82308 -1.94850 5.24764
C 7.98162 -1.22026 5.97158
C 3.69615 0.24929 4.19376
H 7.19195 -2.36989 4.31251
H 6.43590 -2.78157 5.83433
H 8.74659 -1.98655 6.09704
H 7.69746 -0.75184 6.91388
H 8.47683 -0.52688 5.29182
H 4.01174 1.29206 4.16026
H 3.27836 0.04879 5.18035
H 2.97006 -0.10016 3.45974
O -6.76642 1.18551 -2.73959
S -7.24230 0.98437 -4.10851
O -8.58795 1.44486 -4.54454
O -6.14283 1.54879 -5.14648
C -4.76864 1.28796 -4.95575
C -4.14414 1.85479 -3.69966
C -7.11570 -0.72937 -4.60210
H -4.49648 1.77589 -5.89167
H -4.36353 0.28602 -5.09758
H -3.79696 1.10578 -2.98794
H -4.76477 2.61991 -3.23329
H -3.20268 2.28124 -4.04593
H -6.32691 -0.77396 -5.35304
H -8.12299 -1.08344 -4.82144
H -6.77810 -1.35413 -3.77518
O -3.28489 8.27905 -1.13680
S -2.73722 7.50712 -0.13949
O -1.59291 8.12539 0.59188
O -3.91289 7.04643 0.93942
C -5.13650 6.47521 0.44620
C -6.22632 7.47042 0.89338
C -2.39191 5.76082 -0.77305
H -5.29209 5.46641 0.82860
H -5.09361 6.24357 -0.61804
H -7.15633 6.93087 1.07245
H -6.54185 8.25644 0.20730
H -6.05610 7.97426 1.84484
H -1.64798 5.64708 -1.56155
H -3.25226 5.26372 -1.22114
H -2.08173 5.07508 0.01540
C -2.65470 -3.58290 -2.51686
C -3.86274 -3.45216 -3.02537
C -4.08988 -2.89540 -4.37356
O -5.20919 -2.87263 -4.93407
C -2.82913 -2.21463 -4.80362
C -1.56439 -2.32702 -4.31327
C -1.36340 -3.14919 -3.10733
O -0.26239 -3.39229 -2.75736
H -2.69753 -4.02940 -1.53441
H -4.70020 -3.77135 -2.42273
H -2.85626 -1.51172 -5.62311
H -0.79374 -1.75726 -4.81114
C -5.73758 0.21893 0.22836
C -5.33869 1.43791 0.72963
C -4.05073 1.93908 0.56257
O -3.77179 3.08530 0.83935
C -3.14301 0.86745 -0.10809
C -3.53915 -0.39865 -0.51262
C -4.90658 -0.77802 -0.48914
O -5.32350 -1.84413 -0.98500
H -6.77271 -0.02453 0.03959
H -6.00737 2.22436 1.04705
H -2.11554 1.11707 -0.32806
H -2.84385 -1.08226 -0.97697
*
```

***

Entry 2:
Formula: C12H13NO2
Source: the Open Molecules 2025 dataset
Level of theory: ωB97M-V/def2-TZVPD

Computed properties:
* Kohn-Sham gap: 9.66 eV
* SMILES: C/C(=N\O)[C@](C)(O)C#Cc1ccccc1
* highest occupied orbital energy: -0.326 hartree

```
! RIJCOSX wB97M-V def2-TZVPD def2/J DEFGRID3
* xyz 0 1
C 0.40652 -0.56675 0.45097
C 0.40907 -0.17771 -0.68723
N -1.64957 0.28167 -3.22648
O -2.94360 0.69925 -3.52808
O 0.67159 -0.85458 -2.94042
C -0.92908 0.91319 -2.36633
C 0.62079 -1.62828 4.57270
C -0.46982 -0.87683 4.03686
C 1.58398 -2.05514 3.67070
C -0.57700 -0.59163 2.67784
C 1.49964 -1.73900 2.29608
C 0.44423 -0.98234 1.82510
C -1.40654 2.22036 -1.75345
C 1.56265 1.24806 -2.30229
C 0.41614 0.27665 -2.06414
H -3.39948 -0.01055 -4.00643
H -0.14156 -1.36793 -2.98748
H 0.75167 -1.79595 5.67562
H -1.23234 -0.54771 4.74232
H 2.45307 -2.54036 4.07395
H -1.35533 0.02434 2.26486
H 2.27929 -2.01484 1.60224
H -1.49897 3.01657 -2.50756
H -0.66614 2.49821 -1.03500
H -2.39349 2.10622 -1.33070
H 1.67308 1.47643 -3.36775
H 1.40524 2.18301 -1.82897
H 2.48595 0.80563 -1.95695
*
```

***

Entry 3:
Formula: C5H8N
Source: the Open Molecules 2025 dataset
Level of theory: ωB97M-V/def2-TZVPD

Computed properties:
* Kohn-Sham gap (alpha / beta): 7.03 / 6.40 eV
* <S²>: 2.02
* highest occupied orbital energy (alpha / beta): -0.425 / -0.543 hartree

```
! RIJCOSX wB97M-V def2-TZVPD def2/J DEFGRID3
* xyz 1 3
C 2.29064 -1.39462 -0.36661
C 1.57783 -1.43591 0.74339
C 0.10889 0.55539 1.03950
C -1.14058 0.80617 -0.63544
C -2.31538 1.38457 -0.43231
N 0.84277 -0.37657 1.15769
H 2.66164 -2.31818 -0.91808
H 2.06038 -0.60077 -1.07808
H 1.32282 -2.30180 1.38017
H -0.54794 1.12799 1.60097
H -2.30404 2.49118 -0.24820
H -0.97787 -0.24044 -0.89662
H -0.29466 1.60316 -0.75023
H -3.28450 0.69983 -0.59616
*
```

***

Entry 4:
Formula: C28H26N3O3PS3Se2V
Source: the Open Molecules 2025 dataset
Level of theory: ωB97M-V/def2-TZVPD

Computed properties:
* Kohn-Sham gap (alpha / beta): 7.41 / 6.76 eV
* <S²>: 0.76
* highest occupied orbital energy (alpha / beta): -0.264 / -0.240 hartree

```
! RIJCOSX wB97M-V def2-TZVPD def2/J DEFGRID3
* xyz 0 2
V -0.92596 -0.09895 -0.13352
Se -2.00739 -0.31262 -2.55122
P -1.34669 1.64742 -1.90886
Se 0.70513 1.67422 -1.25252
C -1.71390 2.94217 -3.13796
C -0.96711 4.11509 -3.14942
C -1.28509 5.12769 -4.04130
C -2.34754 4.97105 -4.92107
C -3.08922 3.79803 -4.91456
C -2.77202 2.78164 -4.02587
C -2.37791 1.98030 -0.42741
C -3.75058 1.66731 -0.45958
C -4.51081 1.73624 0.68634
C -3.92069 2.09145 1.90171
C -2.57880 2.40266 1.95065
C -1.80467 2.35813 0.78896
H -0.13352 4.22979 -2.46692
H -0.69983 6.03807 -4.05082
H -2.59287 5.76234 -5.61784
H -3.91172 3.67097 -5.60666
H -3.33160 1.85362 -4.02863
H -4.20015 1.34762 -1.39088
H -5.56535 1.49508 0.64658
H -4.51626 2.11660 2.80524
H -2.10634 2.66264 2.88887
H -0.75639 2.62274 0.84178
N 4.68625 -3.02161 4.80685
C 3.63729 -2.20487 4.41480
C 2.46340 -2.14264 5.16806
C 1.44026 -1.28438 4.80555
C 1.57239 -0.48096 3.68472
C 2.74013 -0.52300 2.93331
C 3.76401 -1.37715 3.29185
S 0.26118 0.58775 3.17312
O -0.64752 0.70443 4.28748
O 0.86124 1.76825 2.61537
N -0.44688 -0.20242 1.95378
C -1.49689 -1.02411 2.18727
S -2.09123 -1.81131 3.60448
C -3.27114 -2.62442 2.62783
C -3.17621 -2.22896 1.33975
N -2.18475 -1.31714 1.09832
H 4.44869 -3.79347 5.40707
H 5.35512 -3.26193 4.09482
H 2.35992 -2.76072 6.05173
H 0.53862 -1.22459 5.40075
H 2.84690 0.13447 2.07939
H 4.68475 -1.39196 2.71959
H -3.98668 -3.30226 3.06007
H -3.81043 -2.55144 0.52844
C 2.43633 -3.14139 0.18948
S 1.82365 -1.55982 -0.39925
O 0.32441 -1.77998 -0.36751
C 2.29030 -1.66862 -2.11380
C 1.43351 -2.25612 -3.02908
C 1.80811 -2.28685 -4.36301
C 3.01897 -1.73601 -4.76085
C 3.85943 -1.13597 -3.83347
C 3.48945 -1.08796 -2.49860
H 1.98752 -3.93699 -0.40215
H 2.13989 -3.21166 1.23516
H 3.52235 -3.15746 0.10469
H 0.47614 -2.63633 -2.69756
H 1.14565 -2.72591 -5.09683
H 3.30090 -1.75652 -5.80544
H 4.78951 -0.68499 -4.15241
H 4.11274 -0.58423 -1.76887
*
```

***

Per-record E, Eh: -10483.9629 -670.1756 -249.5209 -8755.4261
Per-record F_max, eV/Å: 6.4 3.4 8.1 0.4